77
Properties=species:S:1:pos:R:3:forces:R:3 method="wB97M-V/def2-TZVPD" homo_lumo_gap_ev=5.7 max_force_ha_per_bohr=0.065 relative_energy_kcal_mol=29.0 total_charge=-1 energy_ha=-12467.13636 e_lumo_ev=1.378
Tl 0.356 -0.580 1.424 -0.117 -0.200 0.127
I -0.910 -4.145 5.008 -0.673 0.237 -1.127
I -5.957 -5.407 2.058 -0.496 0.022 -0.170
Se 0.031 1.888 3.686 -0.189 0.151 -0.409
Se 3.576 2.340 3.716 -0.351 0.264 -0.157
Se 5.116 0.675 3.346 0.139 -0.664 0.070
Se 1.798 1.559 5.072 0.698 -0.080 0.205
S 4.202 -1.111 2.348 -0.040 0.176 0.309
O -0.292 -2.999 1.881 -0.084 -0.035 0.367
N -2.311 -0.300 2.183 0.540 0.077 -0.808
N 5.227 -1.812 -1.358 0.693 0.077 0.185
N -1.748 -1.510 -0.530 1.508 -1.175 -0.266
N 5.088 -2.004 0.056 -0.119 0.744 0.055
N 3.562 0.971 0.233 -0.250 -0.257 -0.063
N 4.597 0.332 0.013 -0.104 0.293 -0.463
N -1.431 4.043 -3.582 0.978 -0.432 -1.401
C 1.794 -1.929 -2.549 -1.808 -0.083 -0.907
C -1.031 2.531 -1.805 0.252 -1.753 0.742
C 2.615 4.598 -1.631 1.223 -2.204 1.242
C -2.578 -0.184 3.469 -1.108 -0.693 1.371
C -1.575 3.054 0.649 -0.402 -0.960 -0.096
C -1.475 -3.483 1.969 0.760 0.321 0.730
C -2.980 -0.861 -0.147 0.451 0.696 -0.121
C 2.837 -1.902 -1.652 -1.008 0.435 0.335
C 4.644 -0.952 0.662 0.769 -0.258 -0.857
C -2.058 -4.016 3.194 -0.173 0.539 -1.476
C 4.147 2.737 -1.482 -0.282 -0.694 -1.525
C -1.786 4.668 -1.286 0.614 -1.461 -0.086
C -3.268 -0.684 1.364 -1.413 -0.483 -1.066
C -1.438 3.402 -0.799 -0.236 0.472 -0.785
C -3.558 -3.972 0.832 -1.949 -0.447 -1.610
C 1.966 4.118 -0.488 -1.327 2.505 -1.771
C -1.739 4.891 -2.644 -1.002 2.295 0.046
C -4.122 -4.457 1.991 -0.476 0.012 -0.448
C -4.613 -0.828 1.804 1.525 0.032 -2.519
C 3.373 2.238 -0.421 0.858 -0.312 -0.229
C 2.277 2.946 0.073 0.695 -1.156 1.378
C 3.715 3.941 -2.124 1.318 -0.766 0.451
C 3.214 -2.198 -4.459 1.671 -0.024 2.406
C 1.936 -2.005 -3.950 0.453 -1.877 -0.310
C 4.323 -2.175 -3.549 -1.598 0.144 -0.571
C -1.001 2.887 -3.148 0.632 -1.711 1.220
C -1.718 -2.994 -0.545 -0.828 0.107 1.873
C -2.314 -3.478 0.802 1.782 -0.018 -0.920
C -3.830 -0.504 4.016 0.613 0.993 0.433
C 4.126 -2.008 -2.164 0.265 0.664 -0.493
C -3.397 -4.422 3.134 1.752 0.213 1.923
C -4.858 -0.666 3.118 -0.839 -0.951 1.129
H -0.759 1.469 -1.563 -0.015 1.123 -0.060
H -1.980 5.877 -3.050 -0.202 -0.036 0.410
H -2.832 0.142 -0.578 -0.554 0.008 0.196
H -0.803 2.370 1.024 0.052 0.288 -0.207
H -5.383 -1.090 1.063 0.334 0.183 0.527
H -5.858 -0.828 3.457 -0.542 0.022 0.359
H 0.746 -1.964 -2.194 0.767 0.212 0.124
H -3.841 -4.663 4.071 -0.394 -0.546 0.492
H 4.286 4.442 -2.935 -0.409 -0.905 0.447
H -2.077 5.413 -0.609 -0.356 1.091 0.668
H 2.335 5.429 -2.153 -1.095 2.309 -0.881
H 5.332 -2.263 -3.908 0.286 -0.135 -0.189
H 1.167 -2.402 -4.642 -0.167 1.039 0.813
H -2.207 -3.427 -1.432 -0.552 0.138 0.353
H 6.104 -2.164 -1.762 -0.660 -0.022 0.817
H -4.043 -0.515 5.102 0.436 0.194 -0.824
H 1.774 2.607 0.980 0.033 -0.176 -0.288
H 4.894 2.053 -1.999 -0.730 1.143 1.105
H -1.788 0.174 4.093 0.446 -0.086 0.269
H 1.126 4.738 -0.199 -0.078 -0.333 0.545
H -2.517 2.478 0.772 0.321 0.415 0.084
H -4.116 -3.941 -0.124 0.109 -0.278 0.700
H -0.509 2.127 -3.765 -0.613 0.529 -0.582
H 2.573 -1.729 -0.586 0.570 -0.394 -0.885
H -1.402 -1.251 -1.453 -0.412 0.675 0.356
H -1.606 3.931 1.287 -0.014 0.054 0.048
H -0.709 -3.379 -0.598 0.578 0.393 0.119
H 3.391 -2.535 -5.460 -0.002 0.279 -0.537
H -3.832 -1.332 -0.633 -0.456 0.043 0.081

=====

74
Properties=species:S:1:pos:R:3:forces:R:3 method="wB97M-V/def2-TZVPD" s_squared=0.794 homo_lumo_gap_ev="7.8 / 6.6" multiplicity=2 max_force_ha_per_bohr=0.077 relative_energy_kcal_mol=107.1 energy_ha=-5517.96587 e_lumo_ev="0.153 / -1.177"
Ru -0.180 0.705 -0.163 -1.846 -1.102 3.305
Br 0.083 -0.406 -2.945 -0.619 -0.113 -0.516
S 1.345 -1.884 -0.223 0.928 -0.665 -0.922
P -1.760 0.482 1.786 0.343 1.276 -1.121
P 1.571 0.751 1.665 -0.559 1.447 -0.461
F -0.343 2.531 -1.209 0.188 -1.123 1.362
O 2.306 -2.545 0.881 -0.051 -0.185 -0.347
O -4.668 -2.170 -4.217 -0.120 -0.194 -0.217
O 1.942 -0.577 -0.520 0.715 -0.700 -0.626
O 1.365 -2.828 -1.290 0.087 -0.208 0.055
O 0.038 -1.718 0.417 -0.477 1.290 0.233
N -2.299 0.059 -1.665 1.086 0.164 0.050
C 2.631 2.435 -0.199 0.138 -0.109 0.025
C -3.618 0.043 -1.527 -0.258 0.053 -0.116
C -1.639 -1.920 3.212 -0.072 0.292 -0.028
C 2.731 3.326 2.033 0.030 -0.190 -0.093
C 2.417 -1.874 2.150 -0.166 0.254 0.463
C -1.791 -0.616 -2.686 -0.054 0.054 -0.199
C 4.628 -2.262 3.217 -0.169 -0.393 0.152
C -4.548 1.135 1.756 0.152 -0.054 0.058
C 3.369 -2.691 2.955 0.069 0.015 -0.088
C -1.929 -3.255 3.427 0.020 -0.200 0.066
C -0.107 2.023 3.507 -0.077 -0.032 0.042
C -4.468 -0.675 -2.344 0.066 -0.129 -0.137
C 4.172 -0.094 2.233 -0.521 0.284 -0.157
C -3.459 -3.217 1.588 -0.120 -0.136 -0.032
C -1.434 1.270 3.451 0.333 -0.005 -0.164
C -3.921 -1.432 -3.382 0.350 0.491 0.537
C -3.247 1.466 1.397 -0.009 -0.102 -0.083
C 5.076 -0.994 2.800 0.106 0.042 0.029
C -2.282 -1.204 2.204 0.250 -0.272 -0.322
C 1.093 1.076 3.440 -0.150 0.027 -0.559
C -2.847 -3.908 2.622 0.009 0.043 -0.046
C -5.336 3.187 0.784 0.002 0.025 -0.034
C -4.036 3.530 0.445 -0.131 0.057 0.017
C 2.428 2.275 1.173 0.010 0.060 -0.024
C -5.589 1.992 1.438 -0.133 -0.016 0.048
C 3.117 3.630 -0.695 -0.003 0.072 -0.041
C 2.871 -0.451 2.007 -0.014 -0.046 -0.151
C -2.539 -1.385 -3.561 -0.044 -0.065 -0.121
C -3.167 -1.885 1.368 0.029 0.289 0.061
C -2.994 2.674 0.747 0.256 -0.159 0.033
C 3.216 4.519 1.528 -0.013 0.191 0.039
C 3.386 4.684 0.165 0.044 -0.059 0.010
H -6.601 1.724 1.704 -0.101 -0.012 0.039
H 5.305 -2.895 3.774 0.041 -0.112 -0.036
H 3.032 -3.680 3.224 0.052 -0.105 0.113
H -4.742 0.210 2.279 -0.081 -0.107 0.034
H 1.961 1.470 3.975 -0.022 -0.093 -0.144
H -2.258 1.968 3.630 0.058 -0.181 -0.079
H -1.974 2.917 0.465 -0.024 0.015 -0.216
H -4.163 -3.725 0.942 -0.001 -0.012 -0.042
H 3.440 5.333 2.202 0.006 0.079 0.066
H -0.896 -1.440 3.834 0.006 0.013 0.057
H 3.717 5.636 -0.223 0.085 0.039 -0.055
H -3.620 -1.364 0.535 -0.045 -0.055 0.026
H 0.853 0.111 3.899 0.038 0.021 0.014
H -1.474 0.508 4.231 -0.010 0.039 -0.009
H -3.070 -4.953 2.787 -0.013 -0.024 0.011
H -3.838 4.458 -0.068 0.060 0.105 -0.055
H 4.491 0.922 2.038 -0.017 0.022 -0.041
H -5.537 -0.645 -2.185 -0.082 0.037 0.047
H -0.074 2.600 4.436 0.021 0.044 -0.107
H -1.427 -3.795 4.218 0.039 0.005 0.037
H 2.586 3.232 3.098 -0.038 -0.013 0.137
H -5.605 -2.099 -3.988 0.184 0.024 -0.001
H 2.411 1.609 -0.868 0.029 0.226 0.031
H -4.014 0.656 -0.732 -0.093 -0.009 0.064
H 1.397 -1.893 2.577 0.227 -0.070 0.092
H -0.063 2.726 2.664 0.000 0.058 0.232
H 6.093 -0.682 2.979 0.100 -0.032 0.031
H -6.149 3.856 0.542 -0.085 0.026 -0.032
H 3.259 3.753 -1.757 -0.016 -0.018 -0.116
H -2.077 -1.918 -4.375 0.076 -0.080 -0.080

=====

79
Properties=species:S:1:pos:R:3:forces:R:3 method="wB97M-V/def2-TZVPD" homo_lumo_gap_ev=7.4 max_force_ha_per_bohr=0.053 relative_energy_kcal_mol=18.6 total_charge=+1 energy_ha=-3920.87547 e_lumo_ev=-2.869
Ti -0.248 0.375 -0.346 -0.835 0.883 -0.288
Cl -1.083 5.169 6.303 0.004 0.082 0.039
S -2.239 -0.145 -2.306 0.071 -0.189 0.012
F -1.150 4.216 -5.907 0.075 -0.030 0.008
O -1.810 -0.214 2.567 0.252 0.169 0.080
O -1.618 -1.250 0.269 0.104 0.449 1.023
O -1.672 1.505 -0.049 -1.710 0.905 0.352
O 0.628 -0.988 -0.972 0.532 -1.988 0.096
O 2.047 -2.400 -1.946 -0.383 0.409 0.383
O 0.013 0.526 1.541 0.762 -0.110 0.279
O 0.114 1.277 -2.105 0.683 0.278 -0.795
O 2.469 0.346 0.414 0.121 -0.116 0.117
N 3.176 2.311 1.321 -0.312 -0.079 -0.205
N 0.058 4.008 -0.633 -0.175 -0.146 -0.042
N -2.986 1.355 -0.281 -0.738 -0.223 -0.643
N 2.150 -0.155 -5.376 -0.003 -0.411 0.480
N 1.246 2.167 -0.037 -0.383 -0.035 0.257
C 1.257 1.655 -6.746 -0.068 0.099 -0.013
C -4.782 0.606 -1.640 -0.105 0.136 0.241
C -0.199 2.571 -4.534 -0.088 0.085 -0.228
C 3.505 -2.002 -6.404 -0.020 0.232 0.141
C 2.008 4.282 0.769 0.112 -0.077 0.020
C 2.000 1.166 -7.950 0.062 -0.193 -0.102
C 0.707 0.785 -3.111 0.321 -0.311 -0.447
C 1.096 3.481 0.025 0.227 -0.003 0.025
C -0.836 1.744 3.410 0.063 -0.022 -0.121
C 3.014 3.639 1.416 -0.442 0.419 -0.234
C -5.674 1.223 -0.807 0.304 -0.016 0.008
C -1.332 -2.648 0.233 0.222 -0.407 -0.300
C -0.925 4.110 3.825 -0.014 0.074 0.140
C -0.981 3.855 5.189 0.023 -0.226 -0.167
C 2.300 -0.315 -7.797 0.158 0.296 0.088
C 1.371 0.980 -5.512 -0.562 0.730 0.333
C 1.405 -1.375 -1.925 1.406 -0.637 -2.244
C -0.968 2.551 5.666 -0.007 0.084 0.037
C 3.035 -0.556 -6.480 0.365 -0.327 -0.740
C 2.112 -0.838 -4.233 0.025 0.055 0.091
C 1.419 -0.441 -3.116 -0.460 0.086 0.672
C 4.218 1.614 2.040 0.334 -0.484 0.201
C 2.292 1.540 0.552 0.696 0.249 0.163
C 0.644 1.460 -4.399 0.020 0.086 -0.043
C -3.858 1.930 0.569 -0.298 0.383 0.467
C -3.396 0.639 -1.374 0.479 -0.125 -0.125
C -0.312 3.182 -5.755 0.114 -0.158 0.320
C 0.420 2.744 -6.853 -0.014 -0.124 0.244
C -5.205 1.885 0.340 0.232 -0.041 -0.068
C -0.911 1.497 4.775 0.003 0.029 -0.215
C -0.883 0.597 2.448 -1.087 -0.155 1.055
C -0.844 3.052 2.937 0.078 -0.283 -0.031
H 1.899 5.351 0.829 -0.011 0.108 0.025
H -0.960 5.129 3.473 0.007 0.119 -0.039
H 2.663 -2.682 -6.304 -0.110 -0.138 0.032
H -0.786 2.895 -3.689 -0.028 0.043 0.023
H 1.369 -0.884 -7.794 -0.014 -0.108 -0.022
H 3.723 4.174 2.030 0.070 -0.023 0.021
H 4.701 0.901 1.374 0.027 0.065 0.031
H 3.914 0.102 -6.426 -0.141 -0.038 -0.080
H 0.305 3.249 -7.799 -0.023 0.073 -0.149
H 3.791 1.053 2.872 0.021 0.031 -0.013
H 2.661 -1.765 -4.163 0.080 0.013 -0.082
H -1.779 -1.015 1.242 -0.017 0.041 -0.369
H -2.016 -3.181 0.901 0.045 0.159 -0.110
H -0.153 4.989 -0.607 0.030 -0.073 -0.012
H -5.889 2.352 1.030 0.066 0.048 0.097
H 1.413 1.347 -8.849 -0.003 0.074 -0.001
H 2.934 1.725 -8.051 0.025 -0.008 -0.060
H -1.487 -2.996 -0.791 0.043 0.044 0.138
H 4.212 -2.174 -5.598 0.026 -0.072 0.122
H -3.414 2.418 1.425 0.043 -0.013 -0.018
H -1.024 2.357 6.723 0.014 0.059 0.172
H -0.544 3.354 -1.117 -0.039 0.260 -0.003
H 4.946 2.329 2.414 -0.027 0.031 -0.020
H -0.828 3.221 1.868 0.046 0.090 0.012
H 2.910 -0.666 -8.629 0.022 -0.043 0.060
H -0.924 0.477 5.126 -0.041 -0.083 0.088
H -0.297 -2.856 0.531 -0.187 0.074 -0.068
H -6.730 1.193 -1.023 -0.120 -0.029 -0.012
H 4.014 -2.238 -7.335 0.048 0.017 -0.030
H -5.102 0.061 -2.513 0.006 -0.025 -0.051